23
Properties=species:S:1:pos:R:3 method="wB97M-V/def2-TZVPD" fmax_ev_per_a=4.563 homo_energy_ev="-11.9 / -11.9" homo_lumo_gap_ev="6.897 / 6.895" lumo_energy_ev="-5.0 / -5.0" de_lowest_kcal_mol=202.18 charge=+1
C 2.22245 3.62980 0.73115
C 1.65175 1.68149 0.57275
C 1.95540 1.79673 1.90190
C -1.38290 -0.75515 0.11877
C 0.45371 -0.94371 -1.24318
C 2.34085 0.92834 3.04707
C -1.70014 -0.76082 -2.41649
N 2.33779 3.06305 1.93019
N -0.45995 0.33006 0.34859
N 0.62120 0.08863 -0.32741
N -0.96563 -1.27760 -1.23972
O 1.79430 2.77240 -0.15827
H 2.42119 4.69691 0.46514
H -1.20905 -1.37569 0.91879
H -2.39142 -0.26531 0.13965
H 1.28506 -1.39129 -1.70112
H 2.89719 1.49455 3.74732
H 1.39273 0.65828 3.61889
H 2.74710 -0.03518 2.82996
H -2.69708 -1.39227 -2.42147
H -1.74785 0.25263 -2.19316
H -1.04095 -0.95176 -3.39788
H -1.00972 -2.26501 -1.47544

61
Properties=species:S:1:pos:R:3 method="wB97M-V/def2-TZVPD" fmax_ev_per_a=1.979 homo_energy_ev="-13.5 / -15.6" homo_lumo_gap_ev="6.323 / 5.655" multiplicity=5 lumo_energy_ev="-7.2 / -9.9" de_lowest_kcal_mol=2.56 charge=+2
I 0.21597 0.28268 -3.36698
I 0.17147 3.77251 -2.83664
Rh 0.09867 1.17837 -0.90925
P -2.05929 1.95076 -0.54497
C -2.73509 1.63849 -2.19457
C -3.20567 1.13593 0.59445
H -4.18492 1.61810 0.45032
H -3.26191 4.00984 -0.23074
H -2.90003 1.28198 1.63544
H -1.74634 3.98367 0.70658
H -2.37949 0.65907 -2.57311
H -3.32126 0.06870 0.39967
C -2.20356 3.71736 -0.24306
H -3.83051 1.61936 -2.12114
H -1.66612 4.26417 -1.03431
H -2.37231 2.41188 -2.86489
P 2.26531 1.94729 -0.55338
C 3.01584 1.75144 -2.17756
C 2.42078 3.70563 -0.16798
H 3.01451 1.12858 1.65094
H 4.33348 1.62786 0.56917
H 3.51616 0.05731 0.31591
C 3.36794 1.10106 0.61651
H 1.93792 3.93813 0.78024
H 3.48555 3.96864 -0.09832
H 4.10595 1.78394 -2.07294
H 2.66242 2.54682 -2.83901
H 1.92504 4.28980 -0.95377
H 2.73731 0.78237 -2.62455
Cl 0.17691 2.01089 1.34166
C -0.81011 -2.38670 -1.95349
C -1.43590 -1.77144 -0.71031
C -2.24227 -2.86966 -0.02366
P -0.13144 -0.93974 0.35664
C -0.47712 -0.88300 2.24251
C -1.54176 -1.83092 2.82917
C 0.73467 -0.75304 3.19435
C 1.34791 -2.01777 0.43478
C 1.11743 -3.46152 0.90629
C 2.17934 -2.04073 -0.84466
H -0.19599 -3.26452 -1.71328
H -0.16110 -1.65521 -2.47444
H -1.59870 -2.62429 -2.67937
H -2.12875 -0.97809 -1.00508
H -1.56792 -3.57550 0.46890
H -2.96116 -2.48115 0.71450
H -2.82409 -3.39796 -0.79284
H -0.94856 0.11909 2.26380
H -1.30486 -2.89508 2.68289
H -1.63099 -1.62587 3.91047
H -2.52664 -1.61629 2.38856
H 1.40925 0.03254 2.86057
H 0.35214 -0.43271 4.16826
H 1.28065 -1.68782 3.33734
H 1.92247 -1.49214 1.20184
H 0.52323 -4.05960 0.19794
H 2.12807 -3.91369 0.95143
H 0.66834 -3.53183 1.90781
H 2.21785 -1.07295 -1.37118
H 3.20755 -2.32364 -0.55366
H 1.81374 -2.80145 -1.54981

107
Properties=species:S:1:pos:R:3 method="wB97M-V/def2-TZVPD" fmax_ev_per_a=0.494 homo_energy_ev=-7.9 homo_lumo_gap_ev=7.837 lumo_energy_ev=0.0 de_lowest_kcal_mol=0.00
Li -0.26004 0.23077 -0.54899
N -0.67799 -1.55738 1.66297
C 0.47841 -2.30817 1.67210
C 0.73310 -3.21615 2.68155
C 1.91347 -3.97758 2.71653
C 2.86484 -3.85160 1.74353
C 2.65782 -2.92542 0.69852
C 3.59849 -2.73882 -0.34108
C 3.36131 -1.82485 -1.32474
C 2.17899 -1.06778 -1.26230
N 1.27857 -1.20711 -0.31614
C 1.48035 -2.14089 0.65801
H -1.38117 -1.85088 2.31842
H -1.07929 -1.22444 0.78537
H -0.01011 -3.34857 3.46147
H 2.05736 -4.68487 3.52461
H 3.77403 -4.44210 1.76191
H 4.50452 -3.33452 -0.33920
H 4.06136 -1.66824 -2.13457
H 1.97735 -0.31192 -2.01808
C -0.07615 0.99685 -4.34883
C 1.24525 1.58417 -4.84576
C 2.00006 2.27803 -3.70328
C 1.08225 3.16969 -2.81561
C -0.24937 3.40867 -3.54403
C -1.00693 2.09819 -3.78374
P 0.86384 2.44953 -1.10558
C -0.01758 3.83721 -0.24753
C -1.55711 3.73806 -0.49297
C -2.29349 3.18299 0.72602
C -2.14130 4.11024 1.93867
C -0.73435 4.73948 1.98764
C 0.28496 3.86073 1.26159
C 2.62161 2.55221 -0.50088
C 2.85290 1.85381 0.85250
C 4.34989 1.55777 1.01587
C 5.22003 2.75425 0.55478
C 4.40336 4.04667 0.53026
C 3.28084 3.95046 -0.51491
H 0.13819 0.25709 -3.56958
H -0.57599 0.46172 -5.15608
H 1.04936 2.29073 -5.65590
H 1.87647 0.79875 -5.26686
H 2.81010 2.88463 -4.11471
H 2.47944 1.49793 -3.10720
H 1.56335 4.13487 -2.65277
H -0.02385 3.88344 -4.50337
H -0.87516 4.11757 -3.00029
H -1.83999 2.28063 -4.46294
H -1.44743 1.74804 -2.84702
H 0.34999 4.76979 -0.68355
H -1.78030 3.09247 -1.34569
H -1.95383 4.73110 -0.73149
H -1.90871 2.18339 0.94787
H -3.35018 3.04859 0.48959
H -2.33648 3.54415 2.85315
H -2.89331 4.90111 1.88921
H -0.42177 4.90126 3.02062
H -0.74408 5.72213 1.50398
H 0.24638 2.84680 1.67474
H 1.29163 4.24389 1.43674
H 3.15579 1.93332 -1.23027
H 2.28242 0.92685 0.91750
H 2.51142 2.49036 1.66914
H 4.59955 0.67331 0.42249
H 4.56159 1.30511 2.05735
H 5.60289 2.56734 -0.45368
H 6.08941 2.86554 1.20366
H 5.04126 4.90521 0.30892
H 3.97886 4.22074 1.52405
H 3.70766 4.13156 -1.50612
H 2.54993 4.74349 -0.33726
O -1.95380 -0.14648 -0.48012
Si -3.51521 -0.31127 -0.72390
C -4.02375 -2.12947 -0.84877
C -3.06853 -3.15119 -0.84004
C -3.44067 -4.49304 -0.85550
C -4.78516 -4.83705 -0.89265
C -5.75243 -3.83720 -0.91668
C -5.37327 -2.50190 -0.89069
C -4.07659 0.56989 -2.29977
C -4.30262 1.95309 -2.31293
C -4.64661 2.62122 -3.48189
C -4.76383 1.91614 -4.67475
C -4.53107 0.54659 -4.69095
C -4.19332 -0.11525 -3.51463
C -4.58206 0.35628 0.69630
C -4.11830 0.22745 2.01208
C -4.86170 0.67425 3.09607
C -6.10198 1.26769 2.88773
C -6.59323 1.39283 1.59463
C -5.84129 0.93915 0.51394
H -2.01504 -2.88688 -0.83049
H -2.68121 -5.26812 -0.83982
H -5.08050 -5.87935 -0.90454
H -6.80402 -4.10160 -0.94955
H -6.13945 -1.73124 -0.89421
H -4.20876 2.51832 -1.38875
H -4.82097 3.69095 -3.46444
H -5.04050 2.43348 -5.58661
H -4.61522 -0.00570 -5.62049
H -4.02108 -1.18875 -3.53638
H -3.14146 -0.22272 2.18496
H -4.47707 0.56113 4.10405
H -6.68157 1.62957 3.72879
H -7.56224 1.84946 1.42412
H -6.24801 1.03994 -0.48679

102
Properties=species:S:1:pos:R:3 method="wB97M-V/def2-TZVPD" fmax_ev_per_a=3.210 homo_energy_ev=-6.2 homo_lumo_gap_ev=8.389 lumo_energy_ev=2.2 charge=-2
C 0.12288 -2.90123 -1.52479
C 0.80770 -1.55958 -1.27036
N -0.04343 -0.52491 -0.72200
C 0.45034 0.75062 -0.43644
C -0.55823 1.48806 0.03128
N -1.65518 0.67047 0.20848
C -1.31037 -0.50029 -0.35527
C -2.99689 1.01825 0.74875
H 0.86999 -3.60975 -1.88687
H -0.44752 -2.72856 -2.44329
H -0.51392 -3.32369 -0.75396
H 1.13277 -1.19556 -2.24243
H 1.67502 -1.60342 -0.61822
H 1.50123 0.95306 -0.55040
H -0.54611 2.53923 0.27749
H -2.02805 -1.29092 -0.53174
H -3.17721 0.55501 1.71687
H -3.67721 0.59733 0.01438
H -3.09095 2.08636 0.91993
C 1.10544 -0.86695 -4.86825
C 0.75132 0.57006 -4.55572
N -0.36252 1.08568 -5.36915
C -1.70427 1.09785 -5.04847
C -2.38461 1.62517 -6.08413
N -1.45805 1.98147 -7.03676
C -0.26325 1.52513 -6.63042
C -1.69048 2.45390 -8.40363
H 2.09459 -1.06366 -4.45811
H 1.12712 -0.97744 -5.95336
H 0.42948 -1.59101 -4.41572
H 1.60198 1.24003 -4.67932
H 0.43990 0.72207 -3.52066
H -2.08007 0.68766 -4.12180
H -3.44160 1.70074 -6.27212
H 0.65470 1.67296 -7.17446
H -1.60196 1.60323 -9.07108
H -1.16457 3.37916 -8.61267
H -2.74334 2.74766 -8.36778
C 4.37183 -3.51119 4.63408
C 3.63155 -2.72075 3.57912
C 2.38172 -1.99536 4.09456
N 2.21018 -0.61578 3.55596
C 2.11248 -0.65526 2.06899
C 3.30437 0.33932 3.99411
C 2.79130 1.06973 5.21950
C 1.33654 0.63462 5.43621
C 0.92195 -0.07357 4.13348
H 5.06679 -4.21218 4.17701
H 3.67062 -4.08131 5.25428
H 4.86538 -2.88353 5.37908
H 3.33495 -3.27641 2.68775
H 4.31091 -1.96524 3.16855
H 2.42526 -2.01139 5.18972
H 1.52914 -2.66607 3.96480
H 3.10780 -0.80341 1.64945
H 1.73157 0.30199 1.72283
H 1.48155 -1.46033 1.69542
H 3.53653 1.06245 3.21769
H 4.15810 -0.29529 4.22022
H 2.81317 2.13890 5.00898
H 3.41394 0.94716 6.10637
H 0.78627 1.55885 5.60751
H 1.11655 -0.01511 6.28357
H 0.49322 0.70074 3.49758
H 0.24229 -0.90221 4.29053
N 3.50394 -0.25382 -1.30710
S 4.39693 -0.83564 -2.45111
O 5.60680 -1.48212 -2.00536
O 4.43092 -0.04897 -3.67043
F 3.41418 -2.08177 -2.73810
S 4.48326 0.95778 -0.73600
O 5.43266 1.56432 -1.61116
O 4.95885 0.68023 0.60885
F 3.42006 2.11741 -0.56919
P -3.83525 -1.92231 -3.40100
F -5.20124 -2.60209 -2.89661
F -3.88096 -0.95614 -2.05379
F -2.92230 -2.98413 -2.54681
F -2.41340 -1.28099 -3.87099
F -3.80374 -2.88787 -4.68653
F -4.67809 -0.81500 -4.20693
P -1.79188 -3.00192 3.15976
F -0.26000 -3.29742 2.61081
F -2.34980 -3.48433 1.70177
F -1.91532 -4.54384 3.62245
F -3.26085 -2.64192 3.64683
F -1.20457 -2.53409 4.60228
F -1.55369 -1.50603 2.55681
P -0.26390 3.91371 3.26684
F 0.97935 3.64242 2.27704
F 0.19988 5.50608 3.26329
F -1.20079 4.17136 1.96018
F -1.56480 4.18012 4.16974
F -0.65059 2.30391 3.37760
F 0.72582 3.73205 4.54173
P -6.50257 2.97225 1.07677
F -7.92625 2.81355 0.25777
F -5.96849 4.21915 0.17389
F -7.28268 4.05461 2.03739
F -5.20293 3.08008 1.99474
F -7.06397 1.73390 2.00254
F -5.82517 1.89391 0.06682

42
Properties=species:S:1:pos:R:3 method="wB97M-V/def2-TZVPD" fmax_ev_per_a=7.043 homo_energy_ev="-15.5 / -15.5" homo_lumo_gap_ev="5.489 / 5.492" lumo_energy_ev="-10.0 / -10.0" charge=+2
C 2.20536 -2.24633 -1.84497
C 2.71782 -1.16832 -1.11478
C 1.98564 -0.55113 -0.07995
C 0.69265 -1.04636 0.24767
C 0.15335 -2.09660 -0.55441
C 0.90754 -2.69413 -1.57912
C 2.58480 0.67606 0.58187
C 1.53339 1.76754 0.84810
N 1.47414 2.77936 -0.20446
Ti -0.55791 -0.26726 1.68190
C -1.30590 -2.47214 -0.36384
P -2.13207 -0.85531 0.04045
H 3.71428 -0.77764 -1.35425
H 0.46638 -3.50079 -2.17662
H 2.80098 -2.71043 -2.63843
H -1.45995 -3.12857 0.51386
H -1.73316 -2.97130 -1.25251
H 3.03871 0.41527 1.54927
H 3.39004 1.06488 -0.06551
H 0.53582 1.29628 1.03996
C -3.89424 -1.25656 0.41200
C -2.20427 0.01576 -1.58304
H 1.82685 2.28735 1.78215
C 0.80897 2.32217 -1.41585
C 0.91271 4.02938 0.28358
H -1.72018 0.01125 3.03770
H 0.85306 3.11450 -2.18354
H 1.31929 1.43217 -1.81926
H -0.26690 2.05910 -1.25487
H 0.96549 4.79721 -0.50876
H -0.15617 3.94333 0.60356
H 1.49888 4.38280 1.14990
H -2.77844 -0.56036 -2.33000
H -2.66521 1.00850 -1.44742
H -1.16856 0.15210 -1.93534
H -4.36605 -1.80320 -0.42357
H -3.93521 -1.87653 1.32314
H -4.45510 -0.32449 0.59618
H -1.56550 0.78178 2.74877
O 0.02442 -1.53139 4.20495
N 0.10169 -2.38827 3.37481
O -0.14746 -2.10968 2.11068

35
Properties=species:S:1:pos:R:3 method="wB97M-V/def2-TZVPD" fmax_ev_per_a=0.669 homo_energy_ev=-8.6 homo_lumo_gap_ev=9.384 lumo_energy_ev=0.7 de_lowest_kcal_mol=47.03 smiles=c1ccc(OCCOCCSc2ncccn2)cc1
C -2.89302 -1.70995 1.23103
C -3.39375 -1.60583 -0.05780
C -3.07118 -0.51934 -0.84443
C -2.23996 0.48907 -0.35409
O -2.00626 1.52567 -1.21281
C -0.95119 2.42128 -0.94494
C 0.40775 1.73330 -1.16965
O 1.52603 2.52303 -0.83497
C 1.79390 2.71901 0.53066
C 2.11557 1.45611 1.33489
S 3.47381 0.48449 0.58798
C 2.62783 -0.92333 0.01044
N 1.32319 -1.03895 0.23825
C 0.73078 -2.13164 -0.21521
C 1.42690 -3.11902 -0.89369
C 2.78869 -2.89417 -1.06975
N 3.38766 -1.80902 -0.62382
C -1.74860 0.38745 0.94319
C -2.07707 -0.70833 1.72366
H -3.13922 -2.56311 1.84485
H -4.03592 -2.37894 -0.45323
H -3.45171 -0.42294 -1.84902
H -1.02604 2.83046 0.06956
H -1.08130 3.24145 -1.65482
H 0.41364 0.77780 -0.63070
H 0.52277 1.52211 -2.23621
H 0.96355 3.23866 1.03362
H 2.66393 3.38070 0.53366
H 1.27024 0.77427 1.40754
H 2.44716 1.74674 2.33056
H -0.33266 -2.19674 -0.02146
H 0.94076 -4.00610 -1.26163
H 3.42541 -3.60283 -1.58342
H -1.11717 1.15404 1.36397
H -1.68453 -0.77534 2.72776

61
Properties=species:S:1:pos:R:3 method="wB97M-V/def2-TZVPD" fmax_ev_per_a=12.533 homo_energy_ev=-12.4 homo_lumo_gap_ev=2.803 lumo_energy_ev=-9.6 de_lowest_kcal_mol=0.15 charge=+2
C -32.13925 2.02398 -37.45460
N -30.75630 2.46471 -37.14035
C -30.48642 3.78267 -37.21722
C -29.28022 4.31903 -36.81263
C -28.31590 3.43848 -36.27857
C -28.66851 2.10607 -36.15326
C -29.87084 1.61997 -36.59180
C -26.94919 3.88169 -35.91792
C -26.29363 3.40567 -34.79197
C -24.98964 3.82467 -34.55280
N -24.37063 4.62659 -35.41399
C -25.02374 5.18892 -36.44595
C -26.31010 4.82708 -36.74524
C -22.96666 5.03905 -35.19239
H -32.51221 2.59808 -38.29508
H -32.69792 2.02422 -36.52193
H -32.09432 0.98224 -37.77192
H -31.25415 4.38976 -37.67601
H -29.04462 5.37296 -36.79223
H -27.98783 1.39334 -35.70873
H -30.23972 0.60873 -36.49518
H -26.74884 2.64797 -34.17395
H -24.34594 3.47890 -33.75526
H -24.49525 5.87486 -37.09111
H -26.78239 5.14380 -37.66351
H -22.56058 5.36172 -36.14590
H -22.35302 4.21069 -34.84627
H -23.02381 5.84545 -34.46332
Hf -25.05319 -1.17655 -34.36262
C -21.24614 0.78390 -37.03168
F -20.50982 1.85935 -37.19858
F -21.68563 0.29649 -38.17614
F -20.54050 -0.14299 -36.40533
S -22.72807 1.26430 -35.96264
O -23.59798 2.02563 -36.83597
O -23.40587 -0.00364 -35.53357
O -22.19403 1.97401 -34.83515
C -22.14593 0.62378 -31.23740
F -21.23285 0.56081 -30.29211
F -23.34286 0.67672 -30.62721
F -21.97937 1.69842 -31.97683
S -22.01624 -0.99699 -32.26207
O -20.85753 -0.81315 -33.08038
O -21.95802 -2.06820 -31.32832
O -23.25539 -1.10302 -33.14744
B -25.40337 -2.86045 -31.97151
F -25.41822 -1.43117 -32.12930
F -24.57894 -3.22817 -33.04157
F -25.06304 -3.20492 -30.73254
F -26.71609 -3.19924 -32.33321
F -25.09336 0.89091 -33.58674
N -25.88976 2.81739 -31.28265
C -25.19157 3.39123 -30.24421
C -26.05446 3.83128 -29.28056
C -27.34737 3.45863 -29.74308
C -27.24297 2.88145 -30.96447
H -25.60474 2.24095 -32.05170
H -24.12819 3.45216 -30.42019
H -25.82269 4.41362 -28.40654
H -28.25094 3.68935 -29.20043
H -27.93469 2.32380 -31.57707

24
Properties=species:S:1:pos:R:3 method="wB97M-V/def2-TZVPD" fmax_ev_per_a=4.522 homo_energy_ev=-5.2 homo_lumo_gap_ev=8.463 lumo_energy_ev=3.2 de_lowest_kcal_mol=0.00 charge=-1
C 0.92830 -2.59608 -0.73665
C -2.20584 0.21884 0.88738
C -1.59089 -1.01506 0.49112
C -1.69542 1.44528 0.80911
C -0.29093 -0.94385 0.31505
C -0.32698 1.70629 0.26375
C 0.47776 0.41303 0.27957
C -0.49242 2.30572 -1.18574
C 1.41848 0.28884 1.48884
N 0.61251 -3.85230 -1.11475
N 2.09599 -2.16338 -1.18878
N 1.69780 -4.16299 -1.87733
N 2.53189 -3.20523 -1.90830
H -3.29410 0.22404 1.23202
H -2.10869 -2.01497 0.47395
H -2.24527 2.26294 1.14330
H 0.11243 2.51269 0.88209
H 1.08001 0.38668 -0.78106
H -1.30827 2.01172 -1.74024
H 0.43452 2.00862 -1.68640
H -0.77302 3.39786 -1.14992
H 1.93341 1.25403 1.70742
H 2.16032 -0.33297 1.12271
H 0.84840 -0.14976 2.27287

16
Properties=species:S:1:pos:R:3 method="wB97M-V/def2-TZVPD" fmax_ev_per_a=6.466 homo_energy_ev=-8.4 homo_lumo_gap_ev=8.640 lumo_energy_ev=0.3 de_lowest_kcal_mol=142.96
C -1.74887 0.32594 1.00396
C -0.36213 -0.17071 1.05886
C 0.03243 -1.25135 1.84188
C 0.98587 0.09205 0.01871
C 0.79289 0.24714 -1.34099
C -0.49637 0.26728 -1.82832
H -2.09433 0.31021 0.01276
H -2.09034 1.56025 1.49926
H -2.49703 -0.73561 1.57046
H 1.18961 -1.37752 1.93776
H -0.61823 -1.54482 2.78881
H 1.55689 1.03473 1.59828
H 2.98453 0.57289 0.18353
H 1.66750 0.42451 -1.89008
N 2.07680 0.40656 0.65307
N -1.40844 -0.02182 -2.39955